Density functional theory data (wB97M-V/def2-TZVPD) for the molecule C3H4O3S.

* SMILES: O=C1OCOCS1
* LUMO energy: 0.380 eV
* HOMO level: -9.96 eV
* maximum force: 5.277 eV/Å

The geometry in ORCA input format:
```
! wB97M-V def2-TZVPD RIJCOSX def2/J DEFGRID3
* xyz 0 1
O 1.26311 -0.97036 1.72798
C 0.69772 -0.40207 0.76076
O 0.39609 0.93778 0.86151
C -0.80936 1.39847 0.46228
O -0.57201 1.26264 -0.88345
C -1.06583 0.05755 -1.26942
S 0.27700 -1.23389 -0.73752
H -1.75512 1.10973 1.03482
H -0.94157 2.59605 0.41117
H -1.32308 -0.05136 -2.40627
H -2.04496 -0.07638 -0.60941
*
```

Atom charges from the natural (NBO) analysis, given in e for atoms 1 to 8: O -0.5397; C 0.5949; O -0.5266; C 0.1931; O -0.5132; C -0.1631; S 0.1585; H 0.1916